Entry 1:
# C5H15NO

2 unconnected molecules or ions with the total composition C5H15NO at a distorted geometry (ωB97M-V/def2-TZVPD, the OMol25 dataset).

Each line ends with the natural charge from an NBO analysis.
Atoms and positions in Å:
C: -2.39 0.20 1.78  -0.6381
C: -1.13 1.07 2.02  -0.2153
N: 0.06 0.65 1.33  -0.6448
C: 0.04 0.60 -0.12  -0.0425
C: -0.58 1.91 -0.65  -0.6266
C: 1.45 0.42 -0.65  -0.6054
H: -2.39 -0.26 0.80  0.2016
H: -2.38 -0.65 2.48  0.1988
H: -3.33 0.70 1.95  0.2097
H: -0.95 0.99 3.10  0.1955
H: -1.38 2.11 1.85  0.1876
H: 0.49 -0.14 1.79  0.3645
H: -0.68 -0.16 -0.47  0.1575
H: -0.20 2.11 -1.66  0.2090
H: -0.15 2.72 -0.04  0.2110
H: -1.66 1.92 -0.74  0.2110
H: 1.58 0.17 -1.69  0.2145
H: 1.84 -0.36 0.03  0.2021
H: 2.01 1.31 -0.40  0.2099
O: 3.11 -5.36 -3.31  -0.9338
H: 2.73 -5.11 -4.16  0.4670
H: 3.93 -4.86 -3.27  0.4669

Properties
SMILES string: CCNC(C)C.O
2S+1: 1
Total charge: 0
HOMO-LUMO gap: 9.348 eV
Energy relative to the best compared isomer or geometry (same formula, charge and spin): 97.0 kJ/mol

---

Entry 2:
# C5H15NO

2 unconnected molecules or ions with the total composition C5H15NO at a distorted geometry (ωB97M-V/def2-TZVPD, the OMol25 dataset).

Each line ends with the natural charge from an NBO analysis.
Atoms and positions in Å:
C: 0.70 0.80 -1.57  -0.6350
C: -0.83 0.64 -1.27  -0.2217
N: -1.30 -0.49 -0.45  -0.4421
C: -0.44 -1.64 -0.51  -0.4176
C: -1.62 -0.05 0.96  -0.2120
C: -0.45 0.67 1.62  -0.6504
H: 1.35 0.45 -0.77  0.1913
H: 0.93 0.11 -2.40  0.2109
H: 0.97 1.82 -1.82  0.2185
H: -1.32 0.61 -2.25  0.1903
H: -1.17 1.56 -0.79  0.1872
H: -0.92 -2.45 0.05  0.1976
H: 0.57 -1.54 -0.07  0.1612
H: -0.34 -1.95 -1.54  0.2010
H: -1.98 -0.93 1.50  0.2025
H: -2.43 0.68 0.85  0.1901
H: -0.78 1.22 2.50  0.2170
H: 0.11 1.36 0.98  0.2111
H: 0.24 -0.09 2.03  0.1984
O: 3.05 -0.51 0.72  -0.9294
H: 3.49 -0.13 1.48  0.4682
H: 2.18 -0.14 0.76  0.4629

Properties
SMILES string: CCN(C)CC.O
2S+1: 1
Total charge: 0
HOMO-LUMO gap: 9.101 eV
Energy relative to the best compared isomer or geometry (same formula, charge and spin): 129.6 kJ/mol

---

Entry 3:
# C5H15NO

2 unconnected molecules or ions with the total composition C5H15NO at a distorted geometry (ωB97M-V/def2-TZVPD, the OMol25 dataset).

Each line ends with the natural charge from an NBO analysis.
Atoms and positions in Å:
C: -1.31 -1.34 2.32  -0.6196
C: -1.34 -1.47 0.70  -0.2256
N: -0.67 -0.27 0.14  -0.4336
C: -0.90 -0.31 -1.28  -0.4154
C: 0.76 -0.53 0.31  -0.2411
C: 1.43 0.83 0.45  -0.6017
H: -0.33 -1.65 2.72  0.1970
H: -2.09 -2.02 2.71  0.2082
H: -1.53 -0.32 2.67  0.2196
H: -1.03 -2.46 0.34  0.1761
H: -2.41 -1.33 0.45  0.1911
H: -0.33 0.44 -1.85  0.2041
H: -1.97 -0.20 -1.51  0.2011
H: -0.58 -1.31 -1.61  0.1571
H: 0.97 -0.94 1.32  0.1974
H: 1.19 -1.22 -0.43  0.1749
H: 1.23 1.49 -0.40  0.1985
H: 2.51 0.60 0.48  0.1961
H: 1.16 1.35 1.38  0.2150
O: 1.38 3.61 -2.80  -0.9399
H: 1.99 2.85 -2.67  0.4698
H: 1.85 4.20 -3.44  0.4708

Properties
SMILES string: CCN(C)CC.O
2S+1: 1
Total charge: 0
HOMO-LUMO gap: 9.835 eV
Energy relative to the best compared isomer or geometry (same formula, charge and spin): 146.8 kJ/mol

---

Entry 4:
# C5H15NO

2 unconnected molecules or ions with the total composition C5H15NO (ωB97M-V/def2-TZVPD, the OMol25 dataset).

Each line ends with the natural charge from an NBO analysis.
Atoms and positions in Å:
C: -1.58 -1.15 0.53  -0.6197
C: -0.47 -1.48 -0.45  -0.0559
C: -0.42 -2.98 -0.74  -0.6080
N: -0.59 -0.77 -1.72  -0.8315
H: -1.43 -1.67 1.48  0.2019
H: -1.61 -0.08 0.73  0.2083
H: -2.55 -1.47 0.13  0.1946
H: 0.48 -1.18 -0.01  0.1959
H: 0.41 -3.21 -1.41  0.2175
H: -0.29 -3.56 0.18  0.2057
H: -1.34 -3.30 -1.23  0.1923
H: -0.65 0.23 -1.56  0.3540
H: -1.44 -1.05 -2.20  0.3429
C: 1.73 2.70 -0.17  -0.6280
C: 1.07 2.54 1.18  -0.0622
O: 0.77 1.15 1.37  -0.7303
H: 0.99 2.66 -0.96  0.2061
H: 2.24 3.66 -0.25  0.2124
H: 2.45 1.89 -0.35  0.2221
H: 0.15 3.12 1.21  0.1568
H: 1.73 2.89 1.99  0.1579
H: 0.36 1.07 2.24  0.4673

Properties
SMILES string: CC(C)N.CCO
2S+1: 1
Total charge: 0
HOMO-LUMO gap: 9.839 eV
Energy relative to the best compared isomer or geometry (same formula, charge and spin): 66.5 kJ/mol

---

Entry 5:
# C5H15NO

2 unconnected molecules or ions with the total composition C5H15NO (ωB97M-V/def2-TZVPD, the OMol25 dataset).

Each line ends with the natural charge from an NBO analysis.
Atoms and positions in Å:
C: -1.67 -1.90 1.07  -0.6188
C: -1.09 -0.53 1.42  -0.3884
C: -0.19 0.03 0.32  -0.3935
C: 0.35 1.40 0.67  -0.4030
C: 1.56 1.82 -0.14  -0.1933
N: 1.22 2.15 -1.52  -0.8957
H: -2.65 -1.76 0.64  0.2032
H: -1.74 -2.60 1.91  0.2066
H: -1.05 -2.43 0.34  0.2170
H: -1.91 0.18 1.57  0.1889
H: -0.51 -0.48 2.35  0.1892
H: -0.78 0.02 -0.60  0.2001
H: 0.59 -0.70 0.14  0.1993
H: 0.68 1.38 1.72  0.2001
H: -0.42 2.17 0.54  0.1988
H: 2.30 1.02 -0.14  0.1644
H: 2.02 2.68 0.34  0.1712
H: 0.29 2.09 -1.87  0.3787
H: 1.91 2.67 -2.03  0.3716
O: 0.21 -2.23 -1.96  -0.9501
H: -0.20 -2.95 -2.44  0.4754
H: 1.07 -2.03 -2.32  0.4784

Properties
SMILES string: CCCCCN.O
2S+1: 1
Total charge: 0
HOMO-LUMO gap: 9.248 eV
Energy relative to the best compared isomer or geometry (same formula, charge and spin): 78.6 kJ/mol

---

Entry 6:
# C5H15NO

2 unconnected molecules or ions with the total composition C5H15NO at a distorted geometry (ωB97M-V/def2-TZVPD, the OMol25 dataset).

Each line ends with the natural charge from an NBO analysis.
Atoms and positions in Å:
C: -1.02 -1.70 -0.96  -0.1318
O: -1.99 -1.83 -1.88  -0.2181
C: -1.23 -2.30 0.43  -0.6426
H: -0.84 -0.60 -0.87  0.1827
H: -0.02 -1.97 -1.37  0.1633
H: -0.43 -1.96 1.12  0.1805
H: -1.17 -3.38 0.35  0.2499
H: -2.16 -1.98 0.91  0.2468
C: 0.15 2.03 -0.89  -0.6428
C: 0.99 1.30 0.14  -0.0610
C: 0.36 1.36 1.53  -0.6384
N: 1.27 -0.13 -0.19  -0.7160
H: 0.61 2.14 -1.88  0.2398
H: -0.82 1.52 -1.02  0.2204
H: 0.01 3.06 -0.59  0.2656
H: 1.96 1.81 0.20  0.2285
H: -0.73 1.23 1.46  0.2296
H: 0.57 2.30 2.02  0.2636
H: 0.71 0.55 2.17  0.2159
H: 1.39 -0.30 -1.18  0.4495
H: 2.01 -0.52 0.41  0.4508
H: 0.39 -0.63 0.12  0.4639

Properties
2S+1: 2
Total charge: +1
HOMO-LUMO gap (alpha / beta): 11.256 / 8.771 eV
Energy relative to the best compared isomer or geometry (same formula, charge and spin): 135.7 kJ/mol

---

Entry 7:
# C5H15NO2

3 unconnected molecules or ions with the total composition C5H15NO2 at a distorted geometry (ωB97M-V/def2-TZVPD, the OMol25 dataset).

Each line ends with the natural charge from an NBO analysis.
Atoms and positions in Å:
C: -2.20 -1.52 2.17  -0.2269
O: -1.00 -1.65 1.50  -0.8342
C: 0.03 1.16 -1.41  -0.3102
C: 1.37 0.63 -0.81  -0.1759
C: 1.80 1.35 0.48  -0.6104
C: 1.41 -0.89 -0.59  -0.6336
N: -0.07 2.57 -1.25  -0.4449
H: -2.18 -2.09 3.10  0.1284
H: -3.06 -1.87 1.58  0.1532
H: -2.41 -0.48 2.48  0.1132
H: -0.04 0.75 -2.42  0.1801
H: 2.15 0.92 -1.54  0.1622
H: 2.84 1.12 0.69  0.1877
H: 1.15 1.08 1.31  0.2158
H: 1.80 2.42 0.31  0.2050
H: 2.44 -1.24 -0.71  0.1781
H: 0.71 -1.44 -1.21  0.2558
H: 1.12 -1.09 0.44  0.2381
H: -0.74 0.70 -0.80  0.2426
H: 0.09 3.05 -2.14  0.2826
H: -1.26 -1.46 0.44  0.4964
H: -2.19 -0.57 -0.75  0.4014
O: -1.77 -1.42 -0.87  -1.2044

Properties
2S+1: 2
Total charge: -1
HOMO-LUMO gap (alpha / beta): 7.851 / 6.820 eV
Energy relative to the best compared isomer or geometry (same formula, charge and spin): 101.7 kJ/mol

---

Entry 8:
# C5H15NO2

2 unconnected molecules or ions with the total composition C5H15NO2 at a distorted geometry (ωB97M-V/def2-TZVPD, the OMol25 dataset).

Each line ends with the natural charge from an NBO analysis.
Atoms and positions in Å:
C: 1.72 0.40 -1.51  -0.4130
N: 0.30 0.57 -1.20  -0.6485
C: -0.27 -0.55 -0.45  -0.0402
C: -1.75 -0.66 -0.76  -0.6221
C: 0.01 -0.29 1.04  -0.4348
C: -0.07 -1.56 1.89  -0.0726
O: 1.02 -1.59 2.83  -0.7233
H: 2.27 0.61 -0.59  0.1915
H: 1.89 -0.61 -1.87  0.1710
H: 2.01 1.19 -2.21  0.2027
H: -0.24 0.83 -2.02  0.3547
H: 0.26 -1.46 -0.71  0.1575
H: -1.94 -0.94 -1.80  0.2111
H: -2.28 0.26 -0.53  0.2211
H: -2.11 -1.56 -0.25  0.2136
H: 1.01 0.10 1.17  0.2203
H: -0.70 0.45 1.40  0.2069
H: -0.97 -1.62 2.50  0.1796
H: -0.10 -2.51 1.35  0.1610
H: 1.77 -2.02 2.41  0.4624
O: -1.02 3.19 -1.38  -0.9411
H: -0.41 2.73 -1.96  0.4642
H: -0.83 2.88 -0.49  0.4779

Properties
SMILES string: CN[C@H](C)CCO.O
2S+1: 1
Total charge: 0
HOMO-LUMO gap: 9.816 eV
Energy relative to the best compared isomer or geometry (same formula, charge and spin): 129.7 kJ/mol

---

Entry 9:
# C5H15NO2

2 unconnected molecules or ions with the total composition C5H15NO2 at a distorted geometry (ωB97M-V/def2-TZVPD, the OMol25 dataset).

Each line ends with the natural charge from an NBO analysis.
Atoms and positions in Å:
C: -1.25 -0.43 3.75  -0.6081
C: -1.50 0.32 2.43  -0.3940
C: -1.00 -0.44 1.21  -0.4108
C: -1.18 0.41 -0.09  -0.2040
N: 0.15 0.83 -0.54  -0.6689
C: 0.28 1.33 -1.86  0.0927
O: 0.24 2.78 -1.95  -0.7381
H: -1.04 0.30 4.54  0.2104
H: -0.34 -1.04 3.67  0.2008
H: -2.06 -1.11 3.98  0.2066
H: -2.56 0.56 2.29  0.1985
H: -1.04 1.31 2.53  0.1875
H: -1.61 -1.33 1.10  0.1994
H: -0.03 -0.92 1.35  0.2114
H: -1.54 -0.27 -0.85  0.1934
H: -1.86 1.23 0.12  0.1736
H: 0.81 1.11 0.15  0.3743
H: 1.20 1.01 -2.36  0.1587
H: -0.53 0.91 -2.45  0.1555
H: 0.13 3.04 -1.04  0.4610
O: 3.60 -3.92 -2.66  -0.9301
H: 2.70 -4.16 -2.90  0.4651
H: 4.07 -4.74 -2.82  0.4651

Properties
SMILES string: CCCCNCO.O
2S+1: 1
Total charge: 0
HOMO-LUMO gap: 9.738 eV
Energy relative to the best compared isomer or geometry (same formula, charge and spin): 140.0 kJ/mol

---

Entry 10:
# C5H15NO2

3 unconnected molecules or ions with the total composition C5H15NO2 at a distorted geometry (ωB97M-V/def2-TZVPD, the OMol25 dataset).

Each line ends with the natural charge from an NBO analysis.
Atoms and positions in Å:
C: 0.73 -1.77 -2.50  -0.6130
C: -0.71 -1.54 -2.09  -0.4386
C: -0.69 -0.70 -0.76  -0.0633
C: -1.19 0.66 -0.84  -0.6618
C: -0.34 -1.30 0.37  -0.0075
N: -0.27 -0.67 1.66  -0.8956
H: 0.87 -2.70 -3.08  0.2053
H: 1.13 -1.05 -3.22  0.1996
H: 1.53 -1.92 -1.79  0.2083
H: -0.95 -0.96 -3.06  0.2278
H: -1.15 -2.54 -2.01  0.2212
H: -1.05 1.43 -0.07  0.2046
H: -2.27 0.74 -0.91  0.2255
H: -0.62 1.40 -1.57  0.2166
H: 0.01 -2.33 0.29  0.1806
H: 0.62 -0.78 2.09  0.4004
H: -1.03 -0.12 1.99  0.3898
O: 0.23 3.25 2.36  -0.9400
H: 0.13 2.49 1.82  0.4630
H: -0.18 3.92 1.70  0.4768
O: 2.02 1.24 3.41  -0.9338
H: 1.08 1.22 3.46  0.4568
H: 2.07 2.04 2.78  0.4774

Properties
SMILES string: CC/C(C)=C/N.O.O
2S+1: 1
Total charge: 0
HOMO-LUMO gap: 8.612 eV
Energy relative to the best compared isomer or geometry (same formula, charge and spin): 274.4 kJ/mol

---

Values for molecular weight, g/mol, ordered as above
105.181, 105.181, 105.181, 105.181, 105.181, 105.181, 121.180, 121.180, 121.180, 121.180
Values for total energy, hartree, ordered as above
-329.47066, -329.45824, -329.45170, -329.48226, -329.47768, -329.14457, -404.66255, -404.70565, -404.70173, -404.65054